5 unconnected molecules or ions with the total composition C12H12F5O12 in a non-equilibrium geometry, computed with wB97M-V/def2-TZVPD.

Each line ends with the Löwdin charge.
CARTESIAN COORDINATES (ANGSTROEM)
F1 -79.71713 -12.18565 70.91610  -0.55
C1 -82.46385 -10.70029 70.23611  -0.10
C2 -82.92824 -12.08047 70.82153  -0.28
O1 -84.02091 -12.45704 70.07791  0.18
C3 -84.01409 -11.93875 68.95771  -0.55
O2 -84.69930 -12.14951 67.94873  0.11
O3 -83.00538 -10.90647 68.91268  -0.02
F2 -83.14205 -11.91028 72.19779  0.03
H1 -81.27539 -10.48758 70.24613  0.14
H2 -83.01387 -9.60571 70.61756  0.18
H3 -82.08114 -12.84368 70.51302  0.19
C4 -79.93172 -10.44334 73.53196  -0.10
C5 -79.83072 -11.92496 73.98347  -0.30
O4 -80.49794 -11.77868 75.22926  0.13
C6 -80.79369 -10.52690 75.57216  -0.59
O5 -81.16556 -10.26121 76.66699  0.17
O6 -80.40988 -9.72254 74.59123  0.11
F3 -78.56359 -12.38541 74.10659  0.08
H4 -80.60974 -10.67137 72.53407  0.16
H5 -78.95554 -10.29355 73.22895  0.10
H6 -80.41067 -12.35284 73.26443  0.10
C7 -78.96087 -15.18192 70.46471  -0.03
C8 -78.23245 -14.71736 69.23504  -0.25
O7 -79.01748 -15.17109 68.18717  0.14
C9 -80.18034 -15.67163 68.60890  -0.52
O8 -81.15374 -15.92471 67.83610  0.08
O9 -80.23461 -15.62073 69.92001  0.09
F4 -76.86409 -15.16431 69.08884  -0.02
H7 -79.33362 -14.55338 71.16177  0.08
H8 -78.44880 -16.00829 70.83129  0.12
H9 -78.11123 -13.42288 69.24127  0.21
C10 -76.20340 -11.41091 70.64485  -0.04
C11 -77.04971 -10.34916 69.92526  -0.40
O10 -76.47757 -10.11160 68.74772  0.21
C12 -75.37167 -10.76051 68.69369  -0.59
O11 -74.57363 -10.73443 67.75205  0.11
O12 -75.20916 -11.62674 69.67044  0.11
F5 -77.04333 -9.28667 70.69806  0.10
H10 -76.85574 -12.22837 70.90127  0.12
H11 -75.82537 -11.09552 71.52533  0.10
H12 -78.12275 -10.78117 69.82880  0.17

Total charge: -1
Orbital gap (eV): 10.0
Energy (eV): -50794.6153
ΔE to the lowest compared entry with this formula, charge and spin (kcal/mol): 53.8
HOMO energy (Ha): -0.2704
Multiplicity: 1
Max |F| (eV Å⁻¹): 8.960



A molecular structure, C14H19BrPt in a non-equilibrium geometry, computed with wB97M-V/def2-TZVPD.

Each line ends with the Mulliken spin population.
CARTESIAN COORDINATES (ANGSTROEM)
C1 0.19012 0.31447 -2.59151  0.29
C2 -0.70238 1.46520 -2.71375  0.13
C3 -0.25136 2.42144 -1.60105  0.14
H1 -1.41633 1.70429 -3.50151  0.00
C4 0.93522 1.82924 -1.02950  0.21
C5 1.20903 0.61873 -1.66679  0.21
H2 2.09455 -0.00036 -1.53043  0.01
H3 0.15080 -0.57583 -3.20471  0.00
H4 -0.73917 3.35939 -1.37412  -0.01
H5 1.57263 2.33665 -0.30598  0.01
Pt1 -1.59654 1.03768 -0.85625  1.47
Br1 -1.94928 1.07850 1.48855  0.23
C6 0.20630 -2.05739 1.84437  0.00
C7 1.52740 -2.22209 1.37269  0.30
C8 1.48223 -2.59589 -0.00209  0.27
H6 2.42847 -2.09745 1.98527  0.01
C9 0.11783 -2.59967 -0.40015  -0.01
C10 -0.67368 -2.22255 0.73042  0.37
H7 -1.74527 -2.07339 0.72921  0.04
H8 -0.04970 -1.82284 2.87212  0.01
H9 2.32780 -2.78034 -0.65137  0.00
H10 -0.23024 -2.81023 -1.41984  0.01
C11 -0.88215 2.51331 4.27164  0.01
C12 -0.13125 2.69088 2.96588  -0.02
C13 1.26585 3.25002 3.17974  0.01
C14 -0.02088 1.36488 2.23343  0.31
H11 -0.40103 1.74995 4.88875  0.00
H12 -1.92088 2.23368 4.11151  -0.01
H13 -0.86970 3.45027 4.83043  0.00
H14 -0.67108 3.38912 2.31103  0.01
H15 1.88146 2.50184 3.69767  0.00
H16 1.73824 3.48440 2.21521  -0.01
H17 1.22466 4.15668 3.78533  0.00
H18 0.69676 1.34489 1.40879  0.00
H19 0.09737 0.48196 2.86952  -0.01

Total charge: 0
Orbital gap (alpha / beta) (eV): 4.7 / 6.2
Energy (eV): -88107.3001
ΔE to the lowest compared entry with this formula, charge and spin (kcal/mol): 0.0
⟨S²⟩: 6.0399
HOMO energy (alpha / beta) (Ha): -0.1565 / -0.2984
Multiplicity: 5
Max |F| (eV Å⁻¹): 3.196



2 unconnected molecules or ions with the total composition C3H9OPS in a non-equilibrium geometry, computed with wB97M-V/def2-TZVPD.

Each line ends with the Löwdin charge.
CARTESIAN COORDINATES (ANGSTROEM)
C1 -1.60026 -0.13710 0.76933  -0.24
C2 2.57299 1.27028 -0.09692  -0.48
C3 -1.17676 0.37820 -0.58805  -0.14
O1 0.48027 -2.61641 0.06314  -0.51
P1 1.10588 -1.34298 -0.86728  0.62
S1 1.88999 -0.20099 0.71559  0.43
H1 -2.56267 0.43476 0.96748  0.09
H2 -1.87502 -1.20700 1.00175  0.07
H3 -0.77665 0.19589 1.42454  0.02
H4 1.91558 2.18042 0.04224  0.05
H5 2.46309 1.15473 -1.10315  -0.04
H6 3.63111 1.48860 0.22685  0.05
H7 -0.75522 1.28551 -0.29506  0.01
H8 -1.64260 0.20659 -1.51232  0.01
H9 0.50302 -2.52199 1.06393  0.05

Total charge: 0
Orbital gap (alpha / beta) (eV): 7.5 / 7.8
Energy (eV): -25425.7674
ΔE to the lowest compared entry with this formula, charge and spin (kcal/mol): 99.5
HOMO energy (alpha / beta) (Ha): -0.2570 / -0.2793
Multiplicity: 1
Max |F| (eV Å⁻¹): 3.322



25 unconnected molecules or ions with the total composition C33H39Cl72FN2O3P2S in a non-equilibrium geometry, computed with wB97M-V/def2-TZVPD.

Each line ends with the Löwdin charge.
CARTESIAN COORDINATES (ANGSTROEM)
C1 4.72858 -2.19851 0.42564  -0.21
C2 4.40810 -0.71504 0.71812  -0.42
P1 3.38415 0.07482 -0.56980  1.07
C3 4.08671 1.77152 -0.72902  -0.43
C4 5.07999 1.76808 -1.89614  -0.15
C5 1.56575 0.16200 -0.04141  -0.64
C6 1.50268 0.15079 1.40194  -0.34
N1 1.38807 0.05974 2.56016  0.21
C7 0.67303 -0.91385 -0.72803  -0.35
C8 1.21889 -1.24409 -2.04476  -0.27
N2 1.53906 -1.60456 -3.10594  0.23
S1 0.43108 -2.53170 0.06825  0.65
O1 1.55375 -3.38236 -0.15670  -0.22
O2 -0.83815 -2.98143 -0.42356  -0.25
F1 0.28384 -2.27197 1.57512  -0.11
P2 0.75315 1.82499 -0.50732  0.87
C9 1.49642 2.95632 0.75466  -0.30
O3 1.29248 2.22353 -2.02305  -0.34
H1 5.66423 -2.26088 -0.11302  0.06
H2 3.96188 -2.58571 -0.23486  0.03
H3 4.76772 -2.72079 1.36444  0.01
H4 4.06099 -0.56832 1.73749  0.07
H5 5.36088 -0.19317 0.66096  -0.01
H6 4.64290 2.05511 0.16173  0.08
H7 3.35999 2.55703 -0.88228  0.04
H8 4.54501 1.54467 -2.81333  0.06
H9 5.79603 0.96592 -1.74634  0.06
H10 5.59299 2.71495 -1.97210  0.07
H11 -0.31241 -0.50199 -0.93148  0.11
H12 2.43637 2.57683 1.13851  0.03
H13 0.78245 2.91040 1.56792  -0.05
H14 1.60353 3.94260 0.33443  0.03
H15 1.97614 1.61803 -2.33787  0.03
C10 -3.64178 -4.37434 0.16735  -1.52
Cl1 -3.83188 -4.40129 1.92212  0.55
Cl2 -3.44416 -6.00393 -0.46789  0.55
Cl3 -5.04830 -3.58561 -0.55862  0.51
H16 -2.75463 -3.80312 -0.07694  -0.03
C11 -0.58584 5.70211 -2.16842  -1.50
Cl4 -0.71583 4.34347 -1.04987  0.56
Cl5 -2.16173 6.45766 -2.39415  0.55
Cl6 0.60939 6.85769 -1.57559  0.50
H17 -0.24215 5.33761 -3.12700  0.02
C12 0.61418 -3.79324 -5.80258  -1.55
Cl7 2.27772 -4.36350 -5.68309  0.51
Cl8 0.26362 -3.24692 -7.44030  0.51
Cl9 -0.50959 -5.05548 -5.27407  0.50
H18 0.50634 -2.94896 -5.13491  -0.03
C13 -5.79210 -0.14380 -2.42849  -1.58
Cl10 -6.10332 -0.29514 -4.15988  0.52
Cl11 -4.40967 0.90842 -2.13294  0.53
Cl12 -7.22792 0.43040 -1.58946  0.53
H19 -5.55364 -1.12654 -2.04466  -0.06
C14 4.06485 7.48922 -3.95426  -1.53
Cl13 3.60772 5.95879 -3.20147  0.50
Cl14 3.37356 8.83707 -3.04875  0.52
Cl15 5.81527 7.67416 -4.09742  0.51
H20 3.65472 7.50857 -4.95419  0.02
C15 -3.43873 -4.98167 -9.28473  -1.55
Cl16 -2.57391 -5.38792 -7.80531  0.50
Cl17 -2.58840 -3.71938 -10.18096  0.51
Cl18 -3.67350 -6.41035 -10.29397  0.52
H21 -4.41278 -4.60002 -9.01329  0.01
C16 7.78614 3.68812 -5.90248  -1.55
Cl19 6.93688 5.14993 -5.38812  0.49
Cl20 8.96556 4.05728 -7.16116  0.53
Cl21 8.57225 2.89251 -4.54065  0.52
H22 7.05655 3.00576 -6.31644  0.00
C17 6.23116 -1.45686 -9.03318  -1.55
Cl22 6.05503 0.15371 -8.33308  0.52
Cl23 5.75628 -1.45749 -10.72832  0.54
Cl24 7.88824 -2.03964 -8.84650  0.53
H23 5.57613 -2.12961 -8.49784  0.01
C18 7.69079 -1.09413 3.54356  -1.51
Cl25 9.37490 -1.53807 3.82152  0.54
Cl26 7.45365 -0.54818 1.87966  0.59
Cl27 6.60896 -2.43789 3.89871  0.50
H24 7.44245 -0.27666 4.20585  0.02
C19 -0.40589 4.65465 4.08742  -1.52
Cl28 0.29103 3.02935 3.97045  0.52
Cl29 0.83786 5.86123 4.41613  0.53
Cl30 -1.30240 5.08131 2.62875  0.53
H25 -1.10348 4.64975 4.91458  0.00
C20 3.46605 -4.16535 5.74688  -1.53
Cl31 4.47452 -4.75055 4.42356  0.50
Cl32 2.98394 -2.48832 5.48397  0.50
Cl33 2.05060 -5.19777 5.94729  0.53
H26 4.04646 -4.20829 6.65786  0.02
C21 -0.95241 -1.56623 7.01594  -1.54
Cl34 -1.26852 0.12225 7.42612  0.52
Cl35 -0.95991 -1.78532 5.26739  0.52
Cl36 0.58070 -2.10928 7.69094  0.50
H27 -1.73910 -2.17006 7.44583  0.01
C22 6.61485 -5.97044 1.05259  -1.51
Cl37 6.51181 -7.28566 2.22239  0.51
Cl38 5.01682 -5.28477 0.75722  0.58
Cl39 7.74402 -4.72806 1.60944  0.52
H28 6.98849 -6.37236 0.12140  0.01
C23 1.04706 3.40980 8.60113  -1.53
Cl40 0.72192 3.27522 6.87094  0.50
Cl41 2.49979 4.36738 8.89330  0.53
Cl42 -0.34057 4.10031 9.44738  0.52
H29 1.21529 2.41409 8.98886  0.01
C24 -9.23393 -2.76473 -2.63860  -1.51
Cl43 -9.95500 -4.21192 -3.33776  0.53
Cl44 -10.28995 -2.06486 -1.40944  0.54
Cl45 -7.65437 -3.13899 -1.95333  0.47
H30 -9.09881 -2.03241 -3.42326  0.01
C25 -2.11598 8.87684 2.62843  -1.58
Cl46 -1.22482 8.37628 1.19182  0.49
Cl47 -2.57379 10.57525 2.53190  0.53
Cl48 -3.53882 7.86312 2.86867  0.50
H31 -1.46229 8.75370 3.48088  -0.03
C26 -8.95601 -7.41102 -1.26725  -1.54
Cl49 -9.24251 -7.50522 -3.00744  0.50
Cl50 -7.64109 -6.29339 -0.90940  0.50
Cl51 -10.42801 -6.93500 -0.41818  0.52
H32 -8.67007 -8.39385 -0.92075  0.01
C27 -12.79492 0.59040 -0.73439  -1.58
Cl52 -13.09762 0.49566 -2.46675  0.53
Cl53 -11.45955 1.68873 -0.39042  0.52
Cl54 -14.25185 1.08821 0.13032  0.53
H33 -12.51860 -0.39521 -0.38664  -0.02
C28 0.84367 12.91366 2.30554  -1.56
Cl55 0.04356 13.35905 3.81305  0.52
Cl56 2.44175 13.65317 2.20123  0.53
Cl57 0.95043 11.16117 2.14909  0.51
H34 0.24647 13.28694 1.48554  0.01
C29 4.40405 -10.94445 2.26296  -1.55
Cl58 3.28834 -12.08005 3.02156  0.53
Cl59 3.53862 -9.54873 1.62273  0.52
Cl60 5.65400 -10.44048 3.40365  0.51
H35 4.88748 -11.44856 1.43825  0.01
C30 -3.75730 8.23490 7.11996  -1.55
Cl61 -4.50084 9.79381 7.46636  0.54
Cl62 -2.39194 8.42536 6.01807  0.53
Cl63 -3.25068 7.43318 8.60596  0.53
H36 -4.49373 7.61029 6.63354  0.01
C31 -3.67794 -7.50723 4.20158  -1.57
Cl64 -4.39623 -8.95510 3.49661  0.52
Cl65 -4.75753 -6.79405 5.40333  0.52
Cl66 -2.10444 -7.87020 4.91149  0.52
H37 -3.53024 -6.78690 3.40970  -0.05
C32 11.32541 -1.50472 -7.59854  -1.58
Cl67 10.51976 -0.04600 -7.02691  0.51
Cl68 12.47612 -1.12534 -8.87984  0.53
Cl69 12.12619 -2.34208 -6.26785  0.53
H38 10.57552 -2.16673 -8.00687  -0.04
C33 -16.63068 0.60646 3.56988  -1.57
Cl70 -16.67782 -0.83146 4.59006  0.52
Cl71 -18.25699 1.22874 3.28956  0.52
Cl72 -15.59793 1.84668 4.28050  0.52
H39 -16.20900 0.32586 2.61457  -0.02

Total charge: 0
Orbital gap (eV): 8.9
Energy (eV): -977717.3435
ΔE to the lowest compared entry with this formula, charge and spin (kcal/mol): 0.0
HOMO energy (Ha): -0.3293
Multiplicity: 1
Max |F| (eV Å⁻¹): 2.832



2 unconnected molecules or ions with the total composition C4H10OS in a non-equilibrium geometry, computed with wB97M-V/def2-TZVPD.

Each line ends with the Löwdin charge.
CARTESIAN COORDINATES (ANGSTROEM)
C1 1.73227 1.34251 -0.10885  -0.44
S1 2.04396 -0.31344 -0.75406  0.72
C2 2.47310 -1.16458 0.77042  -0.45
H1 0.82046 1.33430 0.49463  0.02
H2 2.60186 1.78411 0.36146  0.03
H3 1.45796 1.96464 -0.96980  0.03
H4 3.49699 -0.95309 1.08251  0.03
H5 2.63199 -2.19429 0.42153  0.02
H6 1.71379 -1.14016 1.54349  0.04
O1 -3.64926 0.26302 -1.90040  0.03
C3 -2.76596 0.37988 -1.08962  -0.33
C4 -2.71888 -0.45666 0.15041  -0.05
H7 -1.96771 1.12135 -1.28800  0.11
H8 -3.67365 -0.90888 0.34182  0.08
H9 -1.90129 -1.15250 -0.05093  0.08
H10 -2.29563 0.09379 0.99539  0.07

Total charge: 0
Orbital gap (eV): 9.6
Energy (eV): -17192.0360
ΔE to the lowest compared entry with this formula, charge and spin (kcal/mol): 18.2
HOMO energy (Ha): -0.3228
Multiplicity: 1
Max |F| (eV Å⁻¹): 1.712